{
  "formula": "C2H14O4S2",
  "method": "ωB97M-V/def2-TZVPD",
  "symbols": ["C", "S", "S", "C", "H", "H", "H", "H", "H", "H", "H", "H", "O", "H", "H", "O", "H", "H", "O", "H", "H", "O"],
  "positions_angstrom": [[2.320, -0.553, 3.092], [2.864, 0.476, 1.780], [1.638, 1.872, 0.881], [0.603, 1.119, -0.297], [3.179, -0.585, 3.689], [1.537, -0.096, 3.632], [2.086, -1.598, 3.230], [-0.037, 1.884, -0.757], [0.928, 0.444, -1.254], [-0.285, 0.720, 0.251], [-2.835, -1.333, 2.017], [-1.466, -0.633, 1.943], [-1.998, -1.115, 2.527], [-2.280, -2.058, -7.012], [-1.555, -0.836, -6.632], [-1.802, -1.307, -7.384], [-1.970, 0.135, -4.421], [-1.639, 1.131, -5.725], [-1.373, 0.332, -5.315], [-4.644, -2.930, 3.435], [-3.860, -1.696, 3.877], [-4.419, -2.099, 3.220]],
  "nbo_charge": [-0.809, 0.101, 0.155, -0.840, 0.232, 0.229, 0.233, 0.246, 0.244, 0.209, 0.493, 0.462, -0.959, 0.455, 0.477, -0.953, 0.493, 0.486, -0.959, 0.468, 0.488, -0.951],
  "e_above_lowest_kj_mol": 272.8,
  "total_charge": 0,
  "largest_force_ha_per_bohr": 0.101,
  "smiles": "CSSC.O.O.O.O",
  "energy_ev": -32159.235,
  "homo_lumo_gap_ha": 0.326,
  "e_lumo_ev": 0.12,
  "homo_ev": -8.8
}

{
  "formula": "C7H16N",
  "method": "ωB97M-V/def2-TZVPD",
  "symbols": ["C", "C", "C", "C", "C", "C", "C", "N", "H", "H", "H", "H", "H", "H", "H", "H", "H", "H", "H", "H", "H", "H", "H", "H"],
  "positions_angstrom": [[2.467, -0.336, -1.099], [1.188, 0.208, -0.378], [-0.040, -0.741, -0.336], [-1.204, -0.170, 0.491], [-1.644, -0.967, 1.479], [-1.633, 1.251, 0.092], [-2.172, 1.170, -1.382], [1.982, -0.731, 1.803], [3.463, -0.019, -0.644], [2.411, -1.389, -0.913], [2.443, -0.177, -2.184], [0.821, 1.159, -0.820], [-0.508, -1.180, -1.223], [0.321, -1.642, 0.200], [-2.445, -0.596, 2.127], [-1.349, -2.013, 1.617], [-2.351, 1.651, 0.841], [-0.713, 1.884, 0.113], [-1.343, 1.127, -2.100], [-2.789, 0.293, -1.491], [-2.799, 2.076, -1.579], [1.614, -0.038, 0.741], [1.364, -0.180, 2.523], [2.916, -0.640, 2.123]],
  "nbo_charge": [-0.641, -0.011, -0.544, 0.023, -0.377, -0.441, -0.610, -0.567, 0.255, 0.230, 0.278, 0.267, 0.330, 0.254, 0.221, 0.217, 0.243, 0.195, 0.198, 0.222, 0.243, 0.234, 0.400, 0.382],
  "e_above_lowest_kj_mol": 619.2,
  "total_charge": 1,
  "largest_force_ha_per_bohr": 0.126,
  "energy_ev": -8995.888,
  "homo_lumo_gap_ha": 0.189,
  "e_lumo_ev": -8.20,
  "homo_ev": -13.4
}

{
  "formula": "C4H7NO",
  "method": "ωB97M-V/def2-TZVPD",
  "symbols": ["C", "C", "O", "C", "C", "N", "H", "H", "H", "H", "H", "H", "H"],
  "positions_angstrom": [[1.092, 1.372, 0.514], [0.088, 0.792, -0.466], [0.470, -0.560, -0.711], [-0.520, -1.531, -0.586], [-1.237, -1.442, 0.704], [-1.793, -1.355, 1.714], [2.101, 1.374, 0.093], [0.809, 2.392, 0.786], [1.114, 0.769, 1.430], [0.066, 1.315, -1.432], [-0.914, 0.872, -0.023], [-0.010, -2.498, -0.630], [-1.266, -1.500, -1.393]],
  "nbo_charge": [-0.624, -0.076, -0.521, -0.155, 0.241, -0.309, 0.213, 0.213, 0.219, 0.180, 0.181, 0.233, 0.204],
  "e_above_lowest_kj_mol": 156.3,
  "total_charge": 0,
  "largest_force_ha_per_bohr": 0.021,
  "smiles": "CCOCC#N",
  "energy_ev": -7798.024,
  "homo_lumo_gap_ha": 0.423,
  "e_lumo_ev": 0.86,
  "homo_ev": -10.7
}

{
  "formula": "C12H26F3N2O6P",
  "method": "ωB97M-V/def2-TZVPD",
  "symbols": ["C", "C", "O", "P", "O", "O", "C", "O", "C", "F", "F", "F", "H", "H", "H", "H", "C", "C", "C", "O", "C", "N", "H", "H", "H", "H", "H", "H", "H", "H", "H", "H", "H", "C", "C", "C", "O", "C", "N", "H", "H", "H", "H", "H", "H", "H", "H", "H", "H", "H"],
  "positions_angstrom": [[3.258, -2.653, -4.781], [2.271, -3.315, -4.808], [1.216, -4.085, -4.710], [-0.086, -3.335, -5.363], [0.208, -2.914, -6.707], [-1.210, -4.445, -5.333], [-2.275, -4.269, -4.370], [-0.394, -2.123, -4.307], [-1.023, -1.033, -4.828], [-0.285, -0.338, -5.622], [-1.328, -0.268, -3.808], [-2.142, -1.329, -5.439], [4.244, -2.317, -4.625], [-2.776, -5.230, -4.290], [-1.921, -4.029, -3.369], [-3.024, -3.553, -4.697], [-2.416, 2.955, 0.161], [-2.822, 1.965, 1.247], [-1.783, 0.860, 1.488], [-1.785, -0.171, 0.511], [-1.037, 0.115, -0.656], [-4.143, 1.416, 0.919], [-2.514, 2.534, -0.841], [-3.054, 3.838, 0.199], [-1.384, 3.284, 0.296], [-2.913, 2.528, 2.181], [-2.031, 0.366, 2.431], [-0.777, 1.276, 1.609], [-0.143, 0.705, -0.433], [-1.654, 0.632, -1.393], [-0.725, -0.834, -1.093], [-4.453, 0.826, 1.686], [-4.017, 0.765, 0.148], [1.978, 0.164, 2.979], [2.097, 1.683, 3.048], [3.318, 2.169, 3.844], [3.171, 2.091, 5.249], [3.459, 0.824, 5.813], [0.844, 2.233, 3.576], [1.637, -0.268, 3.920], [1.255, -0.125, 2.215], [2.935, -0.294, 2.720], [2.218, 2.045, 2.021], [3.460, 3.231, 3.626], [4.235, 1.657, 3.523], [4.274, 0.320, 5.285], [2.570, 0.189, 5.821], [3.763, 0.983, 6.847], [0.888, 3.248, 3.537], [0.819, 2.031, 4.572]],
  "nbo_charge": [-0.321, 0.281, -0.724, 2.528, -1.054, -0.775, -0.270, -0.779, 1.170, -0.282, -0.310, -0.310, 0.242, 0.207, 0.196, 0.201, -0.613, -0.082, -0.082, -0.554, -0.246, -0.824, 0.200, 0.218, 0.203, 0.190, 0.182, 0.184, 0.167, 0.166, 0.185, 0.350, 0.353, -0.616, -0.081, -0.074, -0.547, -0.248, -0.830, 0.203, 0.220, 0.205, 0.187, 0.183, 0.165, 0.169, 0.165, 0.191, 0.353, 0.358],
  "e_above_lowest_kj_mol": 0.0,
  "total_charge": 0,
  "largest_force_ha_per_bohr": 0.037,
  "energy_ev": -45571.000,
  "homo_lumo_gap_ha": 0.350,
  "e_lumo_ev": 0.48,
  "homo_ev": -9.1
}